No. 1
{"formula": "C10H15N2Se", "method": "the ωB97M-V functional and the def2-TZVPD basis", "charge": 1, "relative_energy_kcal_mol": 0.0, "homo_energy_ev": -11.8, "smiles": "C[NH+](C)[C@]1(C)Nc2ccccc2[Se]1", "species": ["C", "N", "C", "C", "C", "N", "C", "C", "C", "C", "C", "C", "Se", "H", "H", "H", "H", "H", "H", "H", "H", "H", "H", "H", "H", "H", "H", "H"], "positions_angstrom": [[-1.10, -0.84, 1.44], [0.35, -1.19, 1.46], [0.57, -2.68, 1.17], [1.38, -0.15, 0.40], [2.52, -0.13, 1.31], [0.68, 1.02, 0.40], [-0.20, 1.28, -0.65], [-1.16, 2.29, -0.80], [-1.89, 2.42, -1.96], [-1.81, 1.46, -2.97], [-0.84, 0.43, -2.86], [-0.05, 0.31, -1.67], [1.33, -0.98, -1.36], [-1.58, -1.36, 0.58], [-1.50, -1.22, 2.35], [-1.15, 0.24, 1.41], [0.50, -1.02, 2.49], [-0.32, -3.16, 1.66], [0.75, -2.85, 0.04], [1.33, -3.03, 1.74], [2.24, 0.52, 2.15], [3.40, 0.48, 0.78], [2.80, -1.11, 1.52], [0.78, 1.77, 1.08], [-1.46, 2.86, 0.04], [-2.56, 3.35, -2.09], [-2.51, 1.54, -3.91], [-0.49, -0.22, -3.75]]}


No. 2
{"formula": "C5H8N2", "method": "the ωB97M-V functional and the def2-TZVPD basis", "relative_energy_kcal_mol": 103.3, "homo_energy_ev": -7.8, "species": ["C", "N", "C", "C", "C", "C", "N", "H", "H", "H", "H", "H", "H", "H", "H"], "positions_angstrom": [[0.56, -0.19, 2.68], [0.29, -0.34, 1.23], [0.48, 0.97, 0.48], [0.41, 0.84, -0.82], [-1.13, -0.18, -2.47], [0.22, 0.07, -1.85], [-0.02, -1.38, 0.72], [1.55, 0.26, 2.82], [0.52, -1.19, 3.10], [-0.20, 0.46, 3.13], [0.67, 1.85, 1.08], [-1.15, 0.16, -3.50], [-1.91, 0.33, -1.90], [-1.33, -1.26, -2.46], [1.08, -0.42, -2.30]]}


No. 3
{"formula": "C9H13BrNOPS", "method": "the ωB97M-V functional and the def2-TZVPD basis", "homo_energy_ev": -8.5, "smiles": "CO[C@](Br)(CNc1ccccc1)[PH2]=S", "species": ["C", "O", "C", "Br", "C", "N", "C", "C", "C", "C", "C", "C", "P", "S", "H", "H", "H", "H", "H", "H", "H", "H", "H", "H", "H", "H", "H"], "positions_angstrom": [[1.32, 0.01, -2.44], [0.37, -1.09, -2.50], [-0.82, -0.83, -1.71], [-1.38, 1.07, -1.63], [-0.60, -1.54, -0.28], [-1.14, -0.79, 0.89], [-0.17, 0.14, 1.49], [1.34, -0.11, 1.72], [2.24, 0.98, 2.36], [1.66, 2.37, 2.81], [0.12, 2.63, 2.63], [-0.74, 1.52, 1.99], [-2.24, -1.76, -2.63], [-3.86, -1.56, -1.58], [2.34, -0.44, -2.76], [1.48, 0.43, -1.40], [1.08, 0.80, -3.24], [0.51, -1.82, -0.21], [-1.17, -2.54, -0.32], [-1.31, -1.53, 1.61], [1.80, -1.11, 1.38], [3.36, 0.82, 2.52], [2.31, 3.20, 3.25], [-0.40, 3.60, 2.93], [-1.86, 1.72, 1.86], [-1.84, -3.12, -2.86], [-2.41, -1.02, -3.87]]}


No. 4
{"formula": "C18H19NO4", "method": "the ωB97M-V functional and the def2-TZVPD basis", "relative_energy_kcal_mol": 328.7, "homo_energy_ev": -6.9, "smiles": "CCCCOc1ccc(C(=O)Nc2ccc3c(c2)OCO3)cc1", "species": ["C", "C", "C", "C", "O", "C", "C", "C", "C", "C", "O", "N", "C", "C", "C", "C", "C", "C", "O", "C", "O", "C", "C", "H", "H", "H", "H", "H", "H", "H", "H", "H", "H", "H", "H", "H", "H", "H", "H", "H", "H", "H"], "positions_angstrom": [[-4.21, 3.55, -2.79], [-4.43, 4.35, -1.53], [-3.41, 3.99, -0.58], [-1.92, 4.59, -0.84], [-0.77, 4.44, 0.14], [-0.29, 3.09, 0.38], [0.59, 2.94, 1.58], [1.29, 1.79, 1.44], [1.11, 0.67, 0.61], [1.76, -0.55, 0.95], [3.01, -0.46, 1.41], [1.22, -1.73, 0.69], [1.75, -2.88, 0.76], [0.83, -4.01, 0.31], [1.08, -5.29, 0.11], [2.35, -5.70, 0.79], [3.37, -4.66, 1.08], [2.87, -3.48, 1.22], [4.37, -5.31, 1.70], [4.32, -6.65, 1.10], [2.98, -6.80, 0.82], [0.20, 0.91, -0.37], [-0.63, 1.88, -0.67], [-5.06, 3.54, -3.48], [-4.14, 2.52, -2.55], [-3.34, 3.68, -3.15], [-5.48, 3.85, -0.89], [-4.44, 5.25, -1.67], [-3.77, 4.20, 0.42], [-3.10, 2.86, -0.54], [-1.93, 5.66, -0.82], [-1.50, 4.18, -1.75], [0.61, 3.82, 2.01], [2.03, 1.71, 2.28], [0.24, -1.61, 0.09], [-0.19, -3.69, -0.09], [0.51, -6.17, 0.03], [3.52, -2.61, 1.45], [5.21, -6.87, 0.79], [4.30, -7.15, 2.24], [0.23, 0.18, -1.10], [-1.13, 1.98, -1.56]]}


No. 5
{"formula": "C6H7NOS", "method": "the ωB97M-V functional and the def2-TZVPD basis", "relative_energy_kcal_mol": 60.2, "homo_energy_ev": [-8.2, -8.0], "species": ["C", "C", "C", "C", "C", "C", "N", "O", "S", "H", "H", "H", "H", "H", "H", "H"], "positions_angstrom": [[-1.55, -0.54, 0.23], [-0.57, -1.32, -0.54], [-1.23, 0.63, 0.74], [0.70, -0.94, -0.50], [0.05, 1.30, 0.32], [1.07, 0.31, 0.11], [3.28, -0.95, -0.09], [-0.22, 1.98, -0.89], [2.77, 0.51, 0.17], [-2.49, -0.97, 0.27], [-0.79, -2.22, -0.98], [-1.89, 1.30, 1.36], [1.43, -1.64, -0.94], [0.32, 1.97, 1.19], [4.25, -0.97, -0.30], [0.01, 1.34, -1.55]]}


No. 6
{"formula": "ClNi2", "method": "the ωB97M-V functional and the def2-TZVPD basis", "charge": 3, "relative_energy_kcal_mol": 7.9, "homo_energy_ev": [-27.0, -26.7], "spin_multiplicity": 5, "species": ["Ni", "Ni", "Cl"], "positions_angstrom": [[12.26, 2.31, -10.23], [13.10, -2.12, -8.43], [12.94, 0.23, -9.47]]}


No. 7
{"formula": "C11H20N4O", "method": "the ωB97M-V functional and the def2-TZVPD basis", "relative_energy_kcal_mol": 19.3, "homo_energy_ev": -8.3, "smiles": "CCN(CC)CCN/C(C)=C(\\C#N)C(N)=O", "species": ["C", "C", "N", "C", "C", "C", "C", "N", "C", "C", "C", "C", "N", "C", "N", "O", "H", "H", "H", "H", "H", "H", "H", "H", "H", "H", "H", "H", "H", "H", "H", "H", "H", "H", "H", "H"], "positions_angstrom": [[-1.32, -1.36, 1.65], [-2.27, -1.20, 0.47], [-2.92, 0.10, 0.42], [-4.02, 0.14, -0.53], [-5.29, -0.45, 0.07], [-2.05, 1.25, 0.38], [-1.20, 1.44, -0.90], [-0.01, 0.62, -0.94], [1.16, 0.89, -0.34], [1.39, 2.27, 0.18], [2.12, -0.10, -0.26], [1.78, -1.37, -0.75], [1.48, -2.41, -1.14], [3.47, 0.05, 0.30], [4.22, -1.09, 0.27], [3.93, 1.08, 0.77], [-1.81, -1.04, 2.57], [-1.04, -2.40, 1.75], [-0.41, -0.78, 1.52], [-1.75, -1.44, -0.47], [-3.07, -1.94, 0.59], [-4.21, 1.18, -0.79], [-3.77, -0.40, -1.46], [-5.19, -1.51, 0.27], [-5.52, 0.05, 1.01], [-6.13, -0.30, -0.61], [-1.38, 1.20, 1.24], [-2.68, 2.13, 0.50], [-0.91, 2.49, -0.98], [-1.80, 1.19, -1.78], [-0.14, -0.33, -1.25], [0.66, 2.52, 0.95], [2.39, 2.35, 0.59], [1.28, 2.99, -0.63], [3.87, -1.95, -0.11], [5.15, -1.05, 0.64]]}


No. 8
{"formula": "C20H26NO", "method": "the ωB97M-V functional and the def2-TZVPD basis", "charge": 1, "relative_energy_kcal_mol": 41.8, "homo_energy_ev": -11.9, "species": ["C", "C", "C", "C", "C", "C", "C", "C", "C", "C", "C", "C", "C", "C", "C", "C", "C", "H", "H", "H", "H", "H", "H", "H", "H", "H", "H", "H", "H", "H", "H", "H", "H", "H", "C", "C", "O", "C", "N", "H", "H", "H", "H", "H", "H", "H", "H", "H"], "positions_angstrom": [[6.20, -1.82, 1.96], [4.89, -1.10, 2.02], [4.86, 0.31, 2.01], [3.65, 1.00, 2.09], [2.41, 0.30, 2.19], [1.16, 1.02, 2.28], [-0.08, 0.41, 2.03], [-1.35, 0.99, 2.09], [-2.60, 0.27, 2.05], [-3.82, 0.99, 2.00], [-5.05, 0.33, 1.95], [-5.11, -1.08, 1.96], [-6.43, -1.78, 1.93], [-3.91, -1.80, 1.99], [-2.67, -1.15, 2.05], [2.46, -1.13, 2.16], [3.68, -1.80, 2.05], [6.05, -2.91, 1.95], [6.78, -1.55, 1.07], [6.82, -1.57, 2.83], [5.79, 0.86, 1.92], [3.63, 2.09, 2.06], [1.21, 2.10, 2.42], [-0.07, -0.64, 1.72], [-1.43, 2.08, 2.15], [-3.80, 2.08, 1.97], [-5.98, 0.90, 1.91], [-6.30, -2.87, 1.92], [-7.04, -1.52, 2.81], [-7.02, -1.49, 1.05], [-3.95, -2.89, 1.97], [-1.75, -1.73, 2.10], [1.53, -1.70, 2.21], [3.69, -2.89, 1.98], [-0.28, 6.27, 5.58], [0.83, 5.25, 5.55], [1.29, 5.13, 6.89], [0.44, 3.89, 4.95], [1.60, 3.01, 5.02], [-0.69, 6.50, 4.58], [-1.13, 5.92, 6.20], [0.08, 7.21, 6.01], [1.66, 5.64, 4.94], [1.90, 4.37, 6.92], [-0.39, 3.46, 5.54], [0.09, 4.04, 3.92], [1.45, 2.11, 4.58], [2.42, 3.46, 4.61]]}


What is the formula in the fifth record?
C6H7NOS